(1)
Entry from the OMol25 dataset: a cluster of 2 separate species, C7H8ClN2 in total in a non-equilibrium geometry (wB97M-V/def2-TZVPD).

Each line ends with the natural charge from an NBO analysis.
Geometry (Å):
C: 2.075647 -1.526333 1.151016  -0.0829
C: 1.185347 -1.871317 0.157534  -0.2251
C: 1.921739 -0.279500 1.853275  -0.2231
C: 0.478016 -0.937455 -0.589804  -0.1270
C: 1.209965 0.679633 1.134340  -0.1205
C: 0.532400 0.420311 -0.167171  0.1017
C: -2.711892 0.457993 -0.912829  0.3211
N: -2.946708 0.467316 -2.176248  -0.7375
N: -0.082378 1.389195 -0.784330  -0.4779
Cl: -3.103035 -0.823373 0.093440  0.1542
H: 2.418865 -2.396858 1.654059  0.2352
H: 0.966229 -2.916996 -0.283476  0.2461
H: 2.719462 0.001151 2.579265  0.2577
H: 0.025469 -1.213035 -1.549771  0.2286
H: 1.154013 1.722114 1.442846  0.2218
H: -2.608930 1.262665 -2.735491  0.4437
H: -3.102664 -0.318850 -2.809885  0.4258
H: 0.015468 2.281145 -0.359807  0.3581

Force components x, y, z for each atom (eV/Å):
-2.4 -0.1 2.2
-1.7 -1.3 -3.5
1.7 0.7 -2.7
0.8 0.1 0.0
0.2 -0.1 -0.2
0.3 0.1 2.4
0.2 0.0 0.0
1.0 0.4 -1.0
-0.9 -1.4 -1.6
0.2 0.3 -0.4
1.4 -0.3 0.4
1.2 1.4 1.4
-1.4 -0.2 -0.1
-0.2 0.1 0.6
0.1 -0.2 0.2
-0.1 -0.1 0.8
-0.6 -0.4 0.7
0.1 1.0 0.8

Summary:
Total charge: +1
Orbital gap (alpha / beta): 4.9 / 7.8 eV
Highest occupied orbital energy (alpha / beta): -11.9 / -13.6 eV

(2)
Entry from the OMol25 dataset: a cluster of 2 separate species, C16H21F3NO4S in total in a non-equilibrium geometry (wB97M-V/def2-TZVPD).

Each line ends with the natural charge from an NBO analysis.
Geometry (Å):
C: 2.981747 1.618239 2.114387  -0.6303
C: 3.094012 1.780572 0.583103  -0.1225
S: 2.796528 0.146940 -0.200226  -0.0164
C: 4.533373 2.248332 0.226995  -0.2363
N: 4.465407 2.859936 -1.095781  -0.6762
C: 3.235802 3.600908 -1.013063  0.7237
O: 3.040350 4.656917 -1.499432  -0.5133
C: 2.216040 2.814375 -0.141465  -0.4099
C: 1.309428 3.739086 0.645438  -0.0617
O: -0.022970 3.776696 0.120053  -0.5223
C: -0.801177 2.747242 0.635547  0.2594
C: -1.423425 2.922058 1.870709  -0.2799
C: -2.186503 1.890312 2.410143  -0.2058
C: -2.316892 0.698740 1.703218  -0.2183
C: -1.705855 0.537053 0.460469  -0.1955
C: -0.946337 1.568355 -0.074863  -0.2203
H: 2.324209 0.798910 2.372580  0.2405
H: 3.976157 1.418680 2.504900  0.2071
H: 2.622442 2.508570 2.625680  0.2082
H: 3.930894 -0.481762 0.134948  0.1132
H: 5.228732 1.424341 0.283882  0.2097
H: 4.810584 3.036494 0.924288  0.1905
H: 4.308552 2.130682 -1.790295  0.3846
H: 1.674709 2.260615 -0.906821  0.2679
H: 1.233814 3.457997 1.691477  0.1840
H: 1.685666 4.755136 0.607264  0.2046
H: -1.276121 3.870968 2.366299  0.2120
H: -2.660069 2.036879 3.368057  0.2074
H: -2.895112 -0.112686 2.119704  0.2273
H: -1.836448 -0.380429 -0.074119  0.2526
H: -0.471804 1.447759 -1.034405  0.2113
C: -4.142054 -4.522519 -2.627129  -0.6426
C: -3.759982 -5.420885 -1.452998  -0.0674
O: -2.383306 -5.574045 -1.226367  -0.5905
C: -1.705420 -4.567108 -0.382825  0.3322
O: -2.328766 -4.238485 0.702453  -0.8750
C: -1.315292 -3.308340 -1.217061  0.9073
F: -0.921354 -3.594231 -2.493545  -0.3617
F: -0.257416 -2.684790 -0.647020  -0.3544
F: -2.274686 -2.365216 -1.324892  -0.3524
H: -3.477584 -4.695337 -3.474577  0.2025
H: -5.171264 -4.731718 -2.936259  0.1838
H: -4.091937 -3.468477 -2.366459  0.2117
H: -4.116854 -6.431837 -1.684121  0.1474
H: -4.270870 -5.109002 -0.535710  0.1867
H: -0.708966 -5.065937 -0.272182  0.0773

Force components x, y, z for each atom (eV/Å):
-0.1 0.3 -0.4
0.9 -0.5 0.9
-0.3 0.0 -0.5
-0.8 -0.1 -0.2
0.0 0.1 0.0
-0.1 -1.2 0.7
-0.2 1.1 -0.7
0.7 0.0 -0.3
-0.7 0.1 0.0
0.1 -0.1 0.1
-0.1 0.1 0.1
0.2 -0.2 -0.3
0.4 0.2 -0.5
0.0 0.0 0.0
-0.2 0.4 0.5
-0.1 -0.1 0.1
-0.1 -0.1 0.1
0.1 -0.2 0.1
0.1 0.1 0.0
0.1 0.1 0.2
0.3 0.0 0.0
0.2 0.0 0.2
0.2 0.0 -0.1
-0.6 0.2 0.0
0.1 -0.1 0.1
0.0 0.2 -0.2
-0.1 0.0 0.2
-0.1 -0.1 0.1
0.0 -0.1 0.0
0.0 -0.4 -0.2
0.1 0.0 -0.2
0.0 0.1 0.1
-0.2 -0.4 0.1
0.3 0.3 -0.6
-0.2 0.0 0.9
0.0 0.1 -0.2
-0.1 -0.3 -0.4
0.0 0.1 0.1
0.1 0.0 0.1
-0.1 0.0 0.0
0.0 -0.1 0.0
0.0 0.0 0.0
0.1 0.1 0.0
0.0 0.0 0.0
0.1 0.1 0.0
0.0 -0.1 0.0

Summary:
Total charge: -1
Orbital gap: 6.0 eV
Highest occupied orbital energy: -3.8 eV

(3)
Entry from the OMol25 dataset: the molecule C21H16N2O2 in a non-equilibrium geometry (wB97M-V/def2-TZVPD).

Each line ends with the natural charge from an NBO analysis.
Geometry (Å):
N: 2.416642 -1.929385 2.895423  -0.3054
C: 1.383828 -1.841500 2.385595  0.2654
O: -1.803811 2.906494 -0.129086  -0.7103
O: -0.649316 0.725676 2.439090  -0.5067
C: -0.272467 -2.335649 -3.285832  -0.2380
C: -2.352663 -0.562035 5.414592  -0.1661
C: 1.725936 3.328848 -0.824847  -0.1796
C: 0.209199 -3.132071 -2.297211  -0.2143
C: -0.999252 -1.042661 -2.907015  -0.1594
C: -2.203933 -2.011779 5.286611  -0.2234
C: 2.344448 2.286087 -0.183257  -0.2393
C: -1.930824 0.339417 4.418217  -0.2858
C: 0.415576 3.626594 -0.660451  -0.2767
C: 0.064381 -2.677840 -0.938793  -0.2846
C: -0.867747 -0.589205 -1.585920  -0.2989
C: -1.449293 -2.348731 4.084593  -0.1748
C: 1.517350 1.348069 0.378085  -0.1614
C: -1.317408 -0.120936 3.291620  0.3650
C: -0.419506 2.694463 -0.094701  0.2991
C: -0.439486 -1.402015 -0.598727  0.2434
C: -0.984607 -1.452816 3.137151  -0.0956
C: 0.126031 1.521383 0.511832  -0.1035
N: -0.363845 -0.970446 0.758452  -0.4709
C: -0.060420 -1.884682 1.933789  -0.1334
C: -0.796220 0.427775 1.101162  0.2595
H: -2.023852 3.745086 0.309297  0.4866
H: -0.135917 -2.495234 -4.395556  0.2174
H: -2.693706 -0.214230 6.344039  0.2078
H: 2.192076 4.092771 -1.491081  0.2146
H: 0.631385 -4.094852 -2.592019  0.2229
H: -1.410228 -0.399800 -3.626962  0.2096
H: -2.535444 -2.742242 6.033655  0.2314
H: 3.387834 2.004182 -0.302139  0.2253
H: -2.026625 1.339601 4.688444  0.2292
H: 0.105708 4.679700 -0.880175  0.2202
H: 0.388270 -3.396049 -0.217374  0.2059
H: -1.174536 0.491756 -1.400798  0.2326
H: -1.214697 -3.407615 4.021435  0.2098
H: 2.017723 0.386943 0.700023  0.2297
H: -0.322125 -2.930669 1.701049  0.2607
H: -1.832312 0.580189 0.903358  0.1919

Force components x, y, z for each atom (eV/Å):
-0.6 0.2 -0.6
-0.4 -0.4 0.3
0.4 -0.2 0.6
-0.4 0.0 1.8
-2.4 3.9 -1.4
0.6 -3.2 -1.1
1.9 2.4 -0.9
-0.6 0.7 1.3
3.6 -3.4 1.2
1.5 3.4 -2.7
0.2 -0.9 -1.2
-0.7 -1.9 1.5
-1.2 1.2 0.2
0.0 -0.4 -1.5
-2.1 2.7 -2.7
-1.2 -1.2 2.1
-0.4 -1.9 1.4
1.8 -0.1 -0.4
-0.7 -0.8 1.4
2.1 -2.6 2.6
-0.1 -1.1 -0.2
-0.5 0.3 -2.3
0.0 0.0 1.1
-1.0 1.5 -0.3
1.9 0.2 -0.9
0.2 -0.3 -0.3
-0.3 -0.2 1.5
-0.7 0.7 0.9
0.5 -0.9 0.9
0.1 0.3 0.6
-0.4 0.6 -1.0
0.3 0.4 -0.5
-0.1 0.5 -0.1
0.0 1.7 -0.2
-0.2 -1.4 -0.4
0.2 0.0 0.7
0.2 -1.7 -0.1
0.2 0.0 -0.4
-0.9 1.1 -0.1
0.2 0.5 -0.1
-0.8 0.0 -1.0

Summary:
Orbital gap: 8.6 eV
Highest occupied orbital energy: -8.0 eV
SMILES: N#C[C@H]1c2ccccc2O[C@@H](c2ccccc2O)N1c1ccccc1

(4)
Entry from the OMol25 dataset: a structure of composition C29H32CrN6 (wB97M-V/def2-TZVPD).

Each line ends with the natural charge from an NBO analysis.
Geometry (Å):
Cr: 0.082747 0.011799 -0.348857  1.5246
C: 3.264264 -0.215370 0.486536  -0.4066
C: 3.707724 0.306685 -0.881901  -0.4155
C: 2.549655 0.657700 -1.837153  -0.2317
N: 1.399996 -0.243572 -1.742595  -0.6326
C: 1.262793 -1.323898 -2.521721  0.2108
C: 2.244397 -1.720427 -3.433939  -0.2423
C: 2.277018 -2.772218 -4.341876  -0.1336
C: 1.372707 -3.790250 -4.564956  -0.2612
C: 0.173744 -3.980465 -3.893268  -0.1330
C: -0.430804 -3.204787 -2.921906  -0.2374
C: -0.026552 -2.002840 -2.311338  0.2119
N: -0.788872 -1.384509 -1.415306  -0.6286
C: -2.187776 -1.775603 -1.264414  -0.2401
C: -2.947644 -0.693800 -0.515090  -0.3932
C: -2.691991 0.689660 -1.110341  -0.2378
N: -1.378613 1.182365 -0.691694  -0.6473
C: -1.082937 2.501673 -0.735529  0.2808
C: -1.882579 3.392454 -1.443372  -0.2656
C: -1.782626 4.769174 -1.630288  -0.1290
C: -0.905987 5.662996 -1.062779  -0.2206
C: 0.102310 5.356020 -0.156827  -0.1222
C: 0.555075 4.135082 0.301564  -0.2597
C: 0.151719 2.815862 -0.002639  0.2066
N: 0.823184 1.739749 0.424153  -0.6534
C: 2.082211 2.012029 1.134879  -0.2363
C: 2.905718 0.808083 1.567077  -0.3956
H: 4.036560 -0.871980 0.891836  0.2231
H: 2.400807 -0.858560 0.340736  0.2006
H: 4.333745 -0.455970 -1.351772  0.2094
H: 4.334790 1.197574 -0.780849  0.2187
H: 2.925834 0.699145 -2.857130  0.2080
H: 2.186298 1.657498 -1.619156  0.2047
H: 3.127550 -1.096714 -3.451915  0.2137
H: 3.168207 -2.800247 -4.960438  0.2225
H: 1.630907 -4.517152 -5.325359  0.2270
H: -0.378546 -4.873074 -4.170029  0.2225
H: -1.370432 -3.595310 -2.555588  0.2196
H: -2.287015 -2.732301 -0.741310  0.2139
H: -2.639545 -1.893187 -2.254656  0.2016
H: -2.647697 -0.671978 0.537101  0.1976
H: -4.010571 -0.928079 -0.540075  0.2353
H: -3.455107 1.384788 -0.758790  0.2160
H: -2.770937 0.634364 -2.203087  0.1949
H: -2.698159 2.927841 -1.981560  0.2247
H: -2.517854 5.192768 -2.306572  0.2258
H: -1.026715 6.707609 -1.323882  0.2280
H: 0.635505 6.211098 0.245728  0.2249
H: 1.367878 4.215946 1.005222  0.2281
H: 1.870070 2.590920 2.036177  0.2076
H: 2.712271 2.645781 0.499031  0.1913
H: 2.392753 0.278325 2.375423  0.2109
H: 3.818642 1.221203 2.001577  0.2210
N: 1.468685 -4.505379 0.267359  -0.5200
C: 1.740245 -3.177780 0.158381  0.2408
N: 0.817378 -2.424065 0.689742  -0.5413
C: -0.133663 -3.310685 1.190689  0.1336
C: -1.320202 -3.058374 1.879639  -0.2217
C: -2.086828 -4.140242 2.260698  -0.2140
C: -1.687963 -5.457708 1.973287  -0.1981
C: -0.509790 -5.725370 1.304908  -0.2174
C: 0.254151 -4.625184 0.922991  0.0911
H: 2.042073 -5.254307 -0.076740  0.4307
H: 2.637493 -2.817633 -0.326530  0.2177
H: -1.620157 -2.042374 2.113777  0.2133
H: -3.010678 -3.976340 2.801207  0.2265
H: -2.315448 -6.280528 2.291965  0.2281
H: -0.198619 -6.740732 1.090146  0.2279

Force components x, y, z for each atom (eV/Å):
0.4 -0.2 0.1
0.0 0.1 0.0
0.0 0.0 0.0
0.0 0.0 0.1
0.1 0.1 0.0
0.0 0.0 0.0
0.1 -0.1 -0.1
0.0 0.0 0.0
0.0 -0.1 -0.1
-0.1 0.0 0.1
0.0 -0.1 -0.1
-0.1 0.1 0.2
-0.4 -0.5 -0.5
0.1 0.0 0.0
0.2 0.1 -0.1
0.2 0.0 -0.1
-0.2 0.1 0.2
0.0 -0.2 0.1
0.0 0.0 0.0
0.0 0.0 0.0
0.0 0.1 0.0
0.1 -0.1 0.1
0.0 0.1 -0.1
-0.1 -0.2 0.1
0.1 0.2 0.2
0.0 -0.1 -0.2
-0.2 -0.1 -0.1
0.0 0.0 0.0
0.0 0.0 0.0
0.0 0.0 0.0
0.0 -0.1 0.0
0.0 0.0 -0.1
-0.1 0.1 0.0
0.0 0.0 0.0
0.0 0.0 0.0
0.0 0.0 0.0
0.0 0.0 0.0
0.0 0.0 0.0
0.0 0.0 0.0
0.0 0.0 0.0
-0.1 0.0 0.0
-0.1 0.0 0.0
0.0 0.0 0.1
0.0 0.0 0.0
0.0 0.0 0.0
0.0 0.0 0.0
0.0 0.0 0.0
0.0 0.0 0.0
0.0 0.0 0.0
0.0 0.0 0.1
0.0 0.0 0.0
0.0 0.0 0.0
0.0 0.0 0.0
-0.1 0.1 0.0
0.0 -0.3 0.0
-0.1 0.4 0.1
-0.1 0.1 0.0
0.0 0.1 0.0
0.0 0.0 0.0
0.0 0.0 0.0
0.0 0.0 0.0
0.1 0.0 0.0
0.0 0.0 0.0
-0.1 -0.1 0.0
0.0 -0.1 0.0
0.0 0.0 0.0
0.0 0.0 0.0
0.0 0.1 0.0

Summary:
Total charge: +1
Orbital gap (alpha / beta): 6.7 / 7.4 eV
Highest occupied orbital energy (alpha / beta): -10.0 / -10.3 eV
Multiplicity: 4

(5)
Entry from the OMol25 dataset: the ion C8H19N2O2S with charge +1 in a non-equilibrium geometry (wB97M-V/def2-TZVPD).

Each line ends with the natural charge from an NBO analysis.
Geometry (Å):
C: 0.526837 -2.147487 -0.051338  0.1813
C: 1.137909 0.416327 -0.623902  0.4569
C: -1.983934 -2.309197 0.976804  -0.6257
C: -0.656336 3.505321 -0.341990  -0.6161
C: 0.044772 2.288975 -2.209591  -0.6172
C: 0.324171 1.271831 0.223990  -0.5350
C: -0.484774 -2.770581 1.015995  -0.0704
C: -0.515047 2.095994 -0.798113  -0.2095
N: 0.124325 -2.652041 2.359031  -0.8958
N: 1.282550 -1.188318 0.734825  -0.7328
O: -0.243338 -1.347824 -0.990875  -0.2137
O: 0.749831 -0.461242 -1.527805  -0.2743
S: 2.734366 0.977975 -0.851328  0.1708
H: 1.008048 -2.902583 -0.594337  0.2110
H: -2.226802 -1.463221 1.716720  0.2077
H: -2.612471 -3.082751 1.584744  0.2449
H: -2.370704 -2.136118 0.054068  0.2285
H: -1.441665 4.169746 -0.815552  0.2443
H: 0.248133 4.058303 -0.373393  0.2231
H: -1.111692 3.400820 0.723256  0.2094
H: 1.140139 2.701742 -2.086212  0.1973
H: -0.630772 3.053181 -2.597504  0.2408
H: 0.146344 1.455796 -2.854943  0.2163
H: -0.331113 0.786625 0.843280  0.2351
H: 0.990390 1.885898 0.714720  0.2445
H: -0.560658 -3.809619 0.691045  0.2099
H: -1.390768 1.510910 -0.933898  0.2215
H: 0.666148 -3.524915 2.598050  0.4076
H: -0.480220 -2.191790 3.064999  0.4005
H: 0.702892 -0.807216 1.544064  0.4368
H: 2.304563 -1.421367 0.916595  0.4375
H: 2.908876 0.636825 -2.111404  0.1650

Force components x, y, z for each atom (eV/Å):
-2.2 2.2 2.9
0.8 -2.4 1.0
0.5 -0.6 5.8
-3.9 0.5 3.2
2.4 1.5 0.8
-0.5 0.5 -3.1
-1.0 -0.7 -0.1
1.1 0.1 -1.5
-0.5 -1.2 -0.3
1.4 1.0 -0.9
0.3 0.6 0.3
-0.6 -0.3 -1.0
1.1 1.1 0.3
1.4 -0.7 -0.5
0.8 -0.4 -1.5
1.2 0.7 -1.6
-1.1 0.5 -2.6
0.8 -1.2 -0.1
1.0 0.3 0.3
1.2 0.8 -1.2
-2.2 -0.2 -0.6
0.5 -0.2 -0.7
-0.4 -0.9 -0.6
-1.5 -1.2 1.6
1.2 1.4 1.5
0.2 -0.2 0.4
-1.3 0.0 0.2
-1.3 1.7 0.3
0.7 -1.3 -0.5
1.8 -1.4 -1.1
-2.1 0.4 0.1
0.0 -0.5 -0.6

Summary:
Total charge: +1
Orbital gap: 9.1 eV
Highest occupied orbital energy: -13.0 eV

(6)
Entry from the OMol25 dataset: a cluster of 2 separate species, C3H11NOS in total in a non-equilibrium geometry (wB97M-V/def2-TZVPD).

Each line ends with the natural charge from an NBO analysis.
Geometry (Å):
C: -0.107654 1.113276 0.213411  -0.2141
C: -0.519359 0.158563 -0.828952  -0.4555
C: 0.142718 -1.162115 -0.807516  -0.4783
S: -0.816973 -2.714691 -0.514350  -0.0773
N: -0.636638 2.446958 0.394774  -0.8622
H: 0.974148 1.217053 0.041332  0.1778
H: -0.335643 0.805561 1.252051  0.1953
H: -1.612372 -0.094760 -0.711577  0.2103
H: -0.244278 0.506331 -1.774243  0.2061
H: 0.842449 -1.206133 0.041944  0.2226
H: 0.654510 -1.313941 -1.733483  0.2268
H: -1.367034 -2.687109 0.680561  0.1214
H: -0.754651 2.928875 -0.409041  0.3529
H: -1.377259 2.653804 1.107049  0.3773
H: 2.472511 2.628935 2.379945  0.4669
H: 1.657848 2.578289 1.110537  0.4778
O: 2.440446 2.203887 1.502431  -0.9477

Force components x, y, z for each atom (eV/Å):
1.0 0.6 2.6
-3.8 -0.8 0.5
0.9 -1.5 2.8
0.0 -0.5 -1.9
-0.5 -0.3 2.5
-0.1 -0.2 0.6
0.9 -1.3 -0.6
0.7 0.8 -0.8
-0.4 1.3 -1.7
0.4 0.2 -0.6
0.4 -0.7 -0.4
0.1 0.8 0.8
-0.7 2.1 -2.9
1.1 -0.8 -1.4
0.1 -0.3 -0.6
-0.7 0.3 -0.3
0.7 0.2 1.1

Summary:
Orbital gap: 9.8 eV
Highest occupied orbital energy: -9.0 eV
SMILES: NCCCS.O

Repeat the first record exactly.
Entry from the OMol25 dataset: a cluster of 2 separate species, C7H8ClN2 in total in a non-equilibrium geometry (wB97M-V/def2-TZVPD).

Each line ends with the natural charge from an NBO analysis.
Geometry (Å):
C: 2.075647 -1.526333 1.151016  -0.0829
C: 1.185347 -1.871317 0.157534  -0.2251
C: 1.921739 -0.279500 1.853275  -0.2231
C: 0.478016 -0.937455 -0.589804  -0.1270
C: 1.209965 0.679633 1.134340  -0.1205
C: 0.532400 0.420311 -0.167171  0.1017
C: -2.711892 0.457993 -0.912829  0.3211
N: -2.946708 0.467316 -2.176248  -0.7375
N: -0.082378 1.389195 -0.784330  -0.4779
Cl: -3.103035 -0.823373 0.093440  0.1542
H: 2.418865 -2.396858 1.654059  0.2352
H: 0.966229 -2.916996 -0.283476  0.2461
H: 2.719462 0.001151 2.579265  0.2577
H: 0.025469 -1.213035 -1.549771  0.2286
H: 1.154013 1.722114 1.442846  0.2218
H: -2.608930 1.262665 -2.735491  0.4437
H: -3.102664 -0.318850 -2.809885  0.4258
H: 0.015468 2.281145 -0.359807  0.3581

Force components x, y, z for each atom (eV/Å):
-2.4 -0.1 2.2
-1.7 -1.3 -3.5
1.7 0.7 -2.7
0.8 0.1 0.0
0.2 -0.1 -0.2
0.3 0.1 2.4
0.2 0.0 0.0
1.0 0.4 -1.0
-0.9 -1.4 -1.6
0.2 0.3 -0.4
1.4 -0.3 0.4
1.2 1.4 1.4
-1.4 -0.2 -0.1
-0.2 0.1 0.6
0.1 -0.2 0.2
-0.1 -0.1 0.8
-0.6 -0.4 0.7
0.1 1.0 0.8

Summary:
Total charge: +1
Orbital gap (alpha / beta): 4.9 / 7.8 eV
Highest occupied orbital energy (alpha / beta): -11.9 / -13.6 eV

Q: What is the formula in the second record?
A: C16H21F3NO4S